Entry 1:
Molecular formula: CHAgCl3F3V
Method: DFT, the ωB97M-V functional and the def2-TZVPD basis

```
! wB97M-V def2-TZVPD RIJCOSX def2/J DEFGRID3
* xyz 0 6
Ag -0.16 -1.77 1.16
V -1.97 0.58 2.47
F -2.34 -1.16 1.04
F -0.11 0.53 1.25
F -0.83 -1.15 3.54
C 1.02 0.68 -1.82
Cl 1.65 1.31 -3.39
Cl 2.41 0.08 -0.85
Cl -0.17 -0.59 -2.11
H 0.49 1.48 -1.30
*
```

Results
energy relative to the best compared isomer or geometry (same formula, charge and spin)	0.0000	eV
E_LUMO (spin up / spin down)	-1.7 / -5.5	eV
highest occupied orbital energy (spin up / spin down)	-5.91 / -11.12	eV
calculated total energy	-2809.64898	hartree

=====

Entry 2:
Molecular formula: C15H23NO
Method: DFT, the ωB97M-V functional and the def2-TZVPD basis

```
! wB97M-V def2-TZVPD RIJCOSX def2/J DEFGRID3
* xyz 0 1
C 0.87 -2.82 -2.75
C -0.13 -2.10 -1.89
C -0.43 -0.76 -2.10
C -1.35 -0.09 -1.31
C -1.99 -0.76 -0.28
O -2.95 -0.19 0.52
C -2.67 1.08 1.09
C -1.74 0.96 2.32
C -0.43 1.73 2.16
N 0.24 1.34 0.93
C 1.56 1.91 0.74
C 2.01 1.65 -0.71
C 2.91 0.42 -0.62
C 3.70 0.68 0.67
C 2.66 1.27 1.63
C -1.72 -2.11 -0.08
C -0.80 -2.77 -0.87
H 1.54 -2.11 -3.23
H 0.35 -3.38 -3.53
H 1.45 -3.52 -2.16
H 0.06 -0.23 -2.91
H -1.56 0.95 -1.51
H -2.21 1.75 0.35
H -3.65 1.47 1.37
H -2.25 1.32 3.21
H -1.53 -0.10 2.47
H 0.18 1.55 3.06
H -0.63 2.80 2.10
H 0.29 0.33 0.87
H 1.47 2.98 0.94
H 2.59 2.51 -1.07
H 1.15 1.51 -1.36
H 2.30 -0.48 -0.52
H 3.55 0.31 -1.49
H 4.16 -0.23 1.06
H 4.48 1.41 0.47
H 3.11 1.99 2.31
H 2.22 0.48 2.23
H -2.24 -2.63 0.72
H -0.59 -3.81 -0.69
*
```

Results
energy relative to the best compared isomer or geometry (same formula, charge and spin)	1.3409	eV
SMILES	Cc1ccc(OCCCNC2CCCC2)cc1
E_LUMO	1.0	eV
highest occupied orbital energy	-8.30	eV
calculated total energy	-715.34822	hartree

=====

Entry 3:
Molecular formula: C23H32N4O5S
Method: DFT, the ωB97M-V functional and the def2-TZVPD basis

```
! wB97M-V def2-TZVPD RIJCOSX def2/J DEFGRID3
* xyz 0 1
C 9.47 1.31 0.87
C 8.57 0.28 0.22
S 6.88 0.93 0.21
O 6.44 1.08 1.57
O 6.83 2.08 -0.64
N 6.06 -0.33 -0.55
C 5.21 0.05 -1.65
C 3.87 0.62 -1.16
N 3.24 -0.37 -0.33
C 1.91 -0.68 -0.42
C 0.98 0.25 -0.91
C -0.37 0.00 -0.90
C -0.88 -1.20 -0.40
C -2.34 -1.53 -0.37
O -2.74 -2.67 -0.51
N -3.15 -0.47 -0.18
C -4.59 -0.59 -0.12
C -5.28 0.28 -1.17
C -6.78 -0.04 -1.16
C -7.35 0.28 0.22
C -7.15 1.76 0.53
C -5.66 2.09 0.51
C -5.08 1.77 -0.87
C -4.95 1.25 1.57
C -5.15 -0.24 1.27
C -6.64 -0.56 1.28
C 0.02 -2.16 0.02
C 1.39 -1.93 -0.01
N 2.23 -3.06 0.25
O 1.84 -3.87 1.06
O 3.25 -3.18 -0.41
C 4.06 -0.73 0.81
C 5.41 -1.27 0.34
H 9.13 1.49 1.89
H 9.42 2.24 0.32
H 10.50 0.97 0.90
H 8.54 -0.66 0.76
H 8.82 0.11 -0.82
H 5.74 0.80 -2.23
H 5.03 -0.84 -2.27
H 3.25 0.84 -2.03
H 4.07 1.54 -0.60
H 1.32 1.21 -1.27
H -1.04 0.75 -1.30
H -2.75 0.43 0.02
H -4.79 -1.65 -0.33
H -4.86 0.05 -2.16
H -6.93 -1.09 -1.39
H -7.29 0.55 -1.92
H -8.42 0.05 0.23
H -7.67 2.37 -0.22
H -7.58 2.00 1.50
H -5.51 3.15 0.73
H -5.59 2.37 -1.63
H -4.02 2.03 -0.90
H -5.36 1.47 2.56
H -3.89 1.49 1.60
H -4.63 -0.84 2.02
H -6.79 -1.62 1.08
H -7.06 -0.34 2.27
H -0.34 -3.13 0.34
H 3.56 -1.45 1.45
H 4.26 0.18 1.39
H 6.06 -1.42 1.20
H 5.28 -2.22 -0.19
*
```

Results
energy relative to the best compared isomer or geometry (same formula, charge and spin)	3.5151	eV
SMILES	CCS(=O)(=O)N1CCN(c2ccc(C(=O)N[C@H]3[C@@H]4C[C@H]5C[C@@H](C4)C[C@@H]3C5)cc2[N+](=O)[O-])CC1
E_LUMO	-0.3	eV
highest occupied orbital energy	-8.22	eV
calculated total energy	-1888.99459	hartree

=====

Entry 4:
Molecular formula: C2H8N4OS
Method: DFT, the ωB97M-V functional and the def2-TZVPD basis

```
! wB97M-V def2-TZVPD RIJCOSX def2/J DEFGRID3
* xyz 2 1
C 10.40 0.16 0.08
C 9.19 1.87 -0.64
N 9.56 1.15 0.50
N 10.55 0.25 -1.26
N 9.86 1.21 -1.69
N -12.57 -1.44 0.21
O 10.93 -0.67 0.94
S 11.80 -1.95 0.27
H 8.15 1.99 -0.92
H 9.60 2.89 -0.64
H 9.25 1.19 1.49
H -12.36 -2.40 0.38
H -13.19 -1.32 -0.54
H -11.73 -0.97 0.04
H -12.89 -1.20 1.24
H 12.50 -1.85 1.42
*
```

Results
energy relative to the best compared isomer or geometry (same formula, charge and spin)	0.0000	eV
E_LUMO	-6.9	eV
highest occupied orbital energy	-14.84	eV
calculated total energy	-772.78985	hartree

=====

Entry 5:
Molecular formula: C5H9NOS
Method: DFT, the ωB97M-V functional and the def2-TZVPD basis

```
! wB97M-V def2-TZVPD RIJCOSX def2/J DEFGRID3
* xyz 0 1
C 0.61 1.21 -0.15
C 0.51 -0.09 -1.03
C 1.74 -0.81 -0.68
C 0.65 0.17 0.95
C -0.27 -0.83 0.07
H -1.03 2.01 -0.85
H 1.58 1.67 -0.23
H 0.33 -0.07 -2.06
H 1.67 -1.89 -0.92
H 2.70 -0.45 -1.32
H 2.16 -1.03 1.61
H 0.63 0.36 2.05
H 0.00 -1.86 0.19
H -2.62 -1.81 0.36
N 2.00 -0.33 0.75
O -0.61 1.99 0.02
S -2.12 -0.52 0.05
*
```

Results
energy relative to the best compared isomer or geometry (same formula, charge and spin)	3.9633	eV
E_LUMO	0.7	eV
highest occupied orbital energy	-8.46	eV
calculated total energy	-723.97415	hartree

=====

Entry 6:
Molecular formula: C13H58N26O16
Method: DFT, the ωB97M-V functional and the def2-TZVPD basis

```
! wB97M-V def2-TZVPD RIJCOSX def2/J DEFGRID3
* xyz 0 1
O 10.97 -12.38 19.35
H 11.35 -11.94 18.58
H 11.44 -13.21 19.41
O 3.46 -7.37 22.56
H 4.22 -6.81 22.73
H 2.78 -6.76 22.26
O 7.03 -10.71 20.38
H 6.72 -11.13 21.18
H 7.82 -11.19 20.14
C 14.05 -12.25 15.22
O 13.84 -11.04 15.58
N 15.19 -12.86 15.27
N 13.10 -13.11 14.83
H 15.40 -13.78 14.91
H 15.79 -12.42 15.95
H 12.21 -12.69 14.63
H 13.37 -14.08 14.96
C 12.72 -8.53 10.00
O 11.86 -9.36 9.90
N 12.97 -7.89 11.10
N 13.48 -8.18 9.03
H 13.59 -7.10 10.98
H 12.83 -8.40 11.96
H 13.21 -8.49 8.10
H 14.13 -7.41 9.01
C 1.50 -9.00 17.65
O 0.38 -9.24 17.17
N 2.23 -7.98 17.54
N 2.05 -9.74 18.55
H 1.92 -7.19 16.99
H 2.98 -7.98 18.21
H 2.74 -9.49 19.25
H 1.45 -10.50 18.84
C 9.80 1.84 17.97
O 10.69 2.60 17.84
N 9.80 0.55 17.71
N 8.66 2.11 18.44
H 10.70 0.30 17.33
H 9.01 -0.09 17.70
H 8.40 2.98 18.89
H 7.91 1.43 18.38
C 16.25 -2.74 15.65
O 15.47 -1.81 15.54
N 17.54 -2.66 15.68
N 15.82 -3.95 15.73
H 17.91 -1.79 15.31
H 18.08 -3.49 15.93
H 16.55 -4.64 15.65
H 14.89 -4.02 15.36
C 11.07 -8.29 23.88
O 10.11 -7.78 23.32
N 11.81 -7.66 24.76
N 11.48 -9.49 23.55
H 12.70 -7.96 25.11
H 11.56 -6.70 24.97
H 12.20 -9.98 24.07
H 11.25 -9.95 22.68
C 9.32 -5.73 17.30
O 9.61 -5.26 16.21
N 9.92 -6.73 17.92
N 8.24 -5.37 17.88
H 9.44 -7.10 18.74
H 10.44 -7.23 17.22
H 8.03 -5.64 18.83
H 7.47 -4.99 17.33
C 3.45 -1.47 17.42
O 3.92 -2.32 16.68
N 2.68 -1.52 18.44
N 3.69 -0.24 17.26
H 2.34 -0.71 18.95
H 2.45 -2.47 18.70
H 3.27 0.41 17.90
H 4.22 0.10 16.47
C 16.47 -8.83 20.55
O 16.71 -10.05 20.51
N 15.85 -8.18 19.67
N 16.57 -8.09 21.58
H 16.00 -7.18 19.63
H 15.66 -8.62 18.78
H 16.28 -7.13 21.68
H 16.61 -8.76 22.34
C 6.57 -2.47 23.45
O 5.63 -3.08 22.98
N 7.73 -3.01 23.62
N 6.64 -1.26 23.90
H 8.48 -2.50 24.05
H 7.78 -4.02 23.57
H 5.83 -0.69 23.74
H 7.55 -0.83 24.00
C 7.48 -9.96 14.05
O 7.99 -11.03 14.38
N 7.48 -9.48 12.87
N 6.60 -9.31 14.73
H 6.99 -8.60 12.81
H 8.14 -9.74 12.15
H 6.01 -8.58 14.37
H 6.57 -9.58 15.70
C 12.42 -0.94 11.24
O 12.14 -0.53 10.13
N 13.52 -1.63 11.36
N 11.68 -0.95 12.26
H 13.95 -1.74 10.45
H 14.07 -1.65 12.20
H 11.86 -1.62 12.99
H 10.79 -0.53 12.03
C 6.90 -4.80 10.47
O 6.03 -4.88 9.65
N 6.60 -4.65 11.71
N 8.22 -4.73 10.31
H 5.63 -4.41 11.83
H 7.25 -4.53 12.47
H 8.53 -4.83 9.35
H 8.90 -4.65 11.05
*
```

Results
E_LUMO	-0.3	eV
highest occupied orbital energy	-9.37	eV
calculated total energy	-3157.75600	hartree

=====

Largest force on an atom values, unit eV Å⁻¹, following the record order: 2.23 0.49 1.36 5.01 6.65 8.64.